(1)
A single C3H8N2S molecule in a non-equilibrium geometry. Source: the Open Molecules 2025 dataset; level of theory: ωB97M-V with the def2-TZVPD basis set.

energy relative to the best compared isomer or geometry (same formula, charge and spin) = 0.825 eV
SMILES string = CNCC(N)=S
frontier orbital gap = 8.995 eV
HOMO = -8.134 eV
molecular weight = 104.2 g/mol

Atoms and positions in Å:
C  -2.503  -0.166  -0.726
N  -1.785  0.005  0.552
C  -0.511  -0.685  0.482
C  0.653  0.196  0.103
N  0.406  1.499  0.106
S  2.160  -0.424  -0.198
H  -2.278  -1.201  -1.121
H  -3.541  -0.130  -0.469
H  -2.242  0.593  -1.459
H  -2.337  -0.244  1.400
H  -0.261  -1.190  1.410
H  -0.655  -1.482  -0.258
H  1.163  2.075  -0.256
H  -0.591  1.766  0.164

=====

(2)
A molecular structure, C41H33N2O2P2S3Ta. Source: the Open Molecules 2025 dataset; level of theory: ωB97M-V with the def2-TZVPD basis set.

energy relative to the best compared isomer or geometry (same formula, charge and spin) = 0.082 eV
frontier orbital gap = 7.122 eV
HOMO = -13.745 eV
net charge = +2
molecular weight = 924.8 g/mol

Atoms and positions in Å:
Ta  -0.571  -0.036  -0.568
S  1.723  -0.257  -1.171
P  1.864  -0.028  0.941
C  0.221  0.001  1.348
P  -0.872  -0.998  2.204
S  -2.091  -1.554  0.630
C  -1.808  -0.086  3.415
C  -2.420  -0.758  4.473
C  -3.198  -0.046  5.372
C  -3.365  1.323  5.213
C  -2.757  1.991  4.157
C  -1.977  1.289  3.254
C  -0.169  -2.441  2.993
C  0.708  -2.221  4.058
C  1.281  -3.301  4.704
C  0.972  -4.596  4.299
C  0.097  -4.812  3.246
C  -0.474  -3.734  2.584
C  2.859  -1.372  1.571
C  3.842  -1.106  2.521
C  4.568  -2.157  3.064
C  4.310  -3.459  2.662
C  3.322  -3.724  1.719
C  2.597  -2.683  1.172
C  2.698  1.522  1.215
C  3.986  1.717  0.711
C  4.625  2.923  0.930
C  3.983  3.928  1.649
C  2.705  3.732  2.149
C  2.054  2.526  1.932
H  -2.286  -1.825  4.599
H  -3.671  -0.559  6.198
H  -3.971  1.874  5.919
H  -2.892  3.057  4.041
H  -1.499  1.804  2.428
H  0.933  -1.213  4.388
H  1.959  -3.137  5.531
H  1.411  -5.439  4.816
H  -0.150  -5.821  2.943
H  -1.161  -3.902  1.764
H  4.047  -0.090  2.834
H  5.338  -1.955  3.795
H  4.885  -4.274  3.081
H  3.125  -4.741  1.410
H  1.827  -2.886  0.436
H  4.486  0.932  0.154
H  5.622  3.083  0.544
H  4.488  4.869  1.819
H  2.214  4.516  2.708
H  1.055  2.360  2.316
C  0.097  4.514  -6.641
C  -0.445  3.932  -5.370
C  -1.426  4.596  -4.639
C  -1.914  4.075  -3.452
C  -1.404  2.866  -2.999
C  -0.429  2.173  -3.714
C  0.044  2.711  -4.891
S  -2.008  2.219  -1.507
O  -3.065  3.015  -1.002
O  -0.835  2.024  -0.531
N  -2.252  0.651  -1.655
C  -2.804  -0.057  -2.732
C  -3.947  0.244  -3.417
C  -4.369  -0.598  -4.471
C  -3.667  -1.723  -4.799
C  -2.489  -2.061  -4.086
C  -1.709  -3.203  -4.353
C  -0.578  -3.440  -3.614
C  -0.217  -2.543  -2.608
N  -0.920  -1.454  -2.319
C  -2.060  -1.212  -3.053
H  -0.579  5.257  -7.059
H  0.271  3.740  -7.386
H  1.054  5.004  -6.447
H  -1.818  5.537  -5.002
H  -2.676  4.592  -2.886
H  -0.039  1.221  -3.367
H  0.800  2.181  -5.456
H  -4.529  1.117  -3.149
H  -5.271  -0.345  -5.011
H  -4.000  -2.371  -5.598
H  -2.009  -3.883  -5.141
H  0.045  -4.304  -3.794
H  0.677  -2.710  -2.022

=====

Which of these has the highest frontier orbital gap?
C3H8N2S